ORCA calculation (ωB97M-V with the def2-TZVPD basis set) on a 2-piece molecular cluster, C2H2FNO overall at a distorted geometry.

Computed properties:
E_HOMO (alpha / beta): -9.7 / -9.3 eV
Kohn-Sham gap (alpha / beta): 9.40 / 8.45 eV
ΔE to the lowest compared entry with this formula, charge and spin: 507.21 kJ/mol

Structure (ORCA input):
```
! RIJCOSX wB97M-V def2-TZVPD def2/J DEFGRID3
* xyz 0 1
C 1.3032 0.0937 0.1459
C 0.2670 -0.6232 -0.2394
N -2.0416 1.2765 -0.3178
O -2.8973 0.6002 0.1875
F 0.0232 -1.9442 -0.2551
H 2.2613 -0.5265 0.3944
H 1.0842 1.1234 0.0845
*
```

=====

ORCA calculation (ωB97M-V with the def2-TZVPD basis set) on C4H7NO2 as an isolated structure.

Computed properties:
E_HOMO: -7.7 eV
Kohn-Sham gap: 8.21 eV
ΔE to the lowest compared entry with this formula, charge and spin: 515.30 kJ/mol

Structure (ORCA input):
```
! RIJCOSX wB97M-V def2-TZVPD def2/J DEFGRID3
* xyz 0 1
N 0.4808 1.3895 2.0207
C 0.3053 0.5315 1.0094
O -0.1197 -0.6537 1.1975
C 0.8455 0.6131 -0.3474
C 1.1015 -0.9168 -0.0436
C -1.4810 -1.4021 -1.4962
O -1.1321 -1.1004 -2.6103
H 0.2368 1.0938 2.9555
H 0.6769 2.3621 1.8476
H 1.6984 1.2892 -0.4624
H 0.1279 0.7351 -1.1628
H 1.9799 -0.9394 0.6325
H -1.9707 -0.6683 -0.8221
H -1.3660 -2.4172 -1.0781
*
```

=====

- Which of these has the lowest ΔE to the lowest compared entry with this formula, charge and spin?
  C2H2FNO

=====

- Among the records above, which one has the highest ΔE to the lowest compared entry with this formula, charge and spin?
  C4H7NO2

=====

- Which of these has the highest ΔE to the lowest compared entry with this formula, charge and spin?
  C4H7NO2